No. 1
Entry from the Open Molecules 2025 dataset: a 2-piece molecular cluster, C4H12O overall at a distorted geometry (the ωB97M-V functional and the def2-TZVPD basis).

Output
Energy relative to the best compared isomer or geometry (same formula, charge and spin) ... 188.0 kJ/mol
Frontier orbital gap (spin up / spin down) ... 9.736 / 3.312 eV
Multiplicity ... 2
Net charge ... +1

Each line ends with the Löwdin charge.
Positions of all 17 atoms, in Å:
C1 2.35808 1.98868 0.32249  -0.16
C2 2.52796 0.58296 -0.39979  -0.15
H1 2.16691 2.89797 -0.13134  0.03
H2 1.37252 1.99778 0.79484  0.04
H3 3.14918 2.00068 1.04866  0.06
H4 1.67648 0.63216 -1.12139  0.06
H5 2.85536 -0.18717 0.34261  0.08
H6 3.39781 0.73720 -1.00708  0.04
C3 -1.93628 -1.66955 0.39404  -0.18
C4 -2.37308 -0.26465 -0.01467  0.01
O1 -2.26337 -2.53900 -0.63464  0.25
H7 -0.94490 -1.88340 0.91036  0.20
H8 -2.70329 -2.00249 1.21026  0.18
H9 -3.30102 -0.26339 -0.51728  0.09
H10 -1.93212 -2.66279 -1.57097  0.22
H11 -1.63890 0.29056 -0.54410  0.08
H12 -2.41132 0.34443 0.91800  0.14

---

No. 2
Entry from the Open Molecules 2025 dataset: the molecule C4H8OS at a distorted geometry (the ωB97M-V functional and the def2-TZVPD basis).

Output
Energy relative to the best compared isomer or geometry (same formula, charge and spin) ... 265.5 kJ/mol
Frontier orbital gap ... 9.660 eV
SMILES ... CO[C@@]1(C)CS1
Net charge ... 0

Each line ends with the Löwdin charge.
Positions of all 14 atoms, in Å:
C1 -1.95929 -0.52260 0.16560  -0.13
O1 -0.89987 -0.18823 -0.69943  -0.17
C2 0.40192 -0.36632 -0.34230  -0.85
C3 1.29261 -0.12972 -1.41600  -0.11
C4 0.90054 0.28252 1.24299  -0.28
S1 0.70686 -1.53263 0.94775  0.84
H1 -2.12468 0.21977 0.99840  0.09
H2 -1.71291 -1.51197 0.70123  0.06
H3 -2.86510 -0.61593 -0.48191  0.10
H4 1.06174 0.86054 -1.89374  0.11
H5 1.48929 -1.10014 -2.03805  0.12
H6 2.38928 0.08848 -1.06928  0.11
H7 1.97233 0.56251 1.60046  0.08
H8 0.01285 0.58348 1.79428  0.02